(1)
Entry from the Open Molecules 2025 dataset: H12O6Zn as an isolated structure at a distorted geometry (wB97M-V/def2-TZVPD).

XYZ file:
```
19
Properties=species:S:1:pos:R:3:forces:R:3
Zn 5.040000 -25.145000 -18.336000 0.31 -0.42 0.12
O 6.972000 -26.021000 -18.206000 0.58 0.31 -0.04
H 7.751000 -25.656000 -18.658000 -0.24 -0.27 -0.12
H 7.339000 -26.507000 -17.455000 -0.18 -0.17 -0.04
O 3.217000 -23.984000 -18.406000 0.36 0.09 -0.24
H 3.390000 -23.107000 -18.785000 -0.49 -0.07 0.32
H 2.367000 -23.975000 -17.942000 0.06 0.11 -0.15
O 5.730000 -23.336000 -17.656000 0.00 0.59 0.83
H 5.317000 -23.032000 -16.836000 -0.44 0.12 -0.03
H 6.647000 -23.113000 -17.488000 0.68 0.05 -0.30
O 5.703000 -24.375000 -20.200000 0.83 -0.92 0.80
H 4.946000 -23.989000 -20.580000 -1.60 0.76 -1.29
H 6.390000 -23.722000 -20.347000 0.48 0.16 -0.04
O 5.000000 -25.717000 -16.294000 -0.50 -0.36 0.22
H 4.434000 -26.328000 -15.802000 -0.18 -0.06 -0.15
H 5.651000 -25.448000 -15.644000 0.39 0.24 0.17
O 4.046000 -26.705000 -19.195000 0.36 0.75 -0.49
H 3.491000 -27.296000 -18.697000 -0.47 -0.63 0.29
H 3.574000 -26.488000 -20.016000 0.05 -0.30 0.14
```
Positions in Å, forces in eV/Å.

Computed properties:
Total charge: +2
ΔE to the lowest compared entry with this formula, charge and spin: 14.8 kcal per mole
DFT total energy: -60883.663 eV
HOMO: -20.501 eV


(2)
Entry from the Open Molecules 2025 dataset: a 2-piece molecular cluster, C2H7N2O overall at a distorted geometry (wB97M-V/def2-TZVPD).

XYZ file:
```
12
Properties=species:S:1:pos:R:3:forces:R:3
C 0.077849 -0.525591 0.135481 -2.61 3.65 -0.15
C 1.449753 -0.097928 -0.270535 0.35 1.79 1.88
N -0.828184 0.471791 -0.328348 2.75 0.62 -0.84
N -0.281665 -1.476368 0.958035 -2.37 0.66 -1.39
O -2.429252 1.613030 -0.480202 0.86 -3.11 0.22
H 1.920426 -0.676474 -1.019344 0.44 -0.90 -0.62
H 2.073170 -0.024423 0.699219 -0.81 -0.26 -1.56
H 1.337897 0.957235 -0.661115 0.81 -1.27 0.37
H -0.230799 1.243044 -0.730088 -1.78 -1.00 0.50
H -1.991675 2.417882 -0.220449 0.67 1.04 0.55
H 0.214777 -2.327289 1.000645 0.91 -0.95 0.28
H -1.312297 -1.574908 0.916701 0.78 -0.28 0.77
```
Positions in Å, forces in eV/Å.

Computed properties:
Total charge: +1
ΔE to the lowest compared entry with this formula, charge and spin: 140.7 kcal per mole
DFT total energy: -7203.045 eV
HOMO (spin up / spin down): -16.067 / -15.817 eV


(3)
Entry from the Open Molecules 2025 dataset: C38H34N3O4P2SZn as an isolated structure at a distorted geometry (wB97M-V/def2-TZVPD).

XYZ file:
```
83
Properties=species:S:1:pos:R:3:forces:R:3
Zn 0.630416 -0.448191 -1.092928 0.04 -0.47 -0.69
C 1.537110 1.381034 1.362644 -0.15 -0.23 -0.29
P -0.243726 1.503032 0.753071 0.33 0.55 0.72
C -0.927182 1.897745 2.418104 -0.14 -0.14 -0.07
C -1.704023 0.938874 3.058785 0.00 0.00 -0.10
C -2.135207 1.126395 4.366340 -0.03 0.00 0.03
C -1.793147 2.283125 5.046780 -0.02 -0.04 0.02
C -1.016181 3.249054 4.417325 0.01 0.05 0.00
C -0.586326 3.058041 3.114576 -0.06 -0.01 0.05
C -0.324908 3.121524 -0.085308 -0.07 0.05 -0.02
C -1.378908 4.009404 0.127150 0.07 -0.04 -0.04
C -1.508397 5.149818 -0.651562 -0.03 0.01 0.04
C -0.588703 5.419515 -1.654421 -0.04 0.03 0.02
C 0.458765 4.537716 -1.879403 0.07 0.04 -0.02
C 0.583072 3.393839 -1.107930 -0.01 -0.06 0.04
C 1.684117 -0.082318 1.655366 0.04 -0.18 0.08
C 1.967730 -0.787741 2.809792 0.06 0.10 0.03
C 1.820118 -2.164691 2.494665 0.07 -0.10 -0.06
C 1.447147 -2.225828 1.164107 0.01 0.03 0.01
C 0.988570 -3.371004 0.301275 -0.17 0.13 0.04
P -0.487046 -2.750606 -0.639274 0.23 -0.42 0.05
C -1.856722 -2.813318 0.567053 -0.08 0.22 -0.01
C -1.670246 -2.705028 1.943923 -0.01 -0.06 -0.08
C -2.767443 -2.665026 2.795554 0.00 0.02 0.06
C -4.056628 -2.724496 2.291020 0.00 0.06 0.03
C -4.251023 -2.805190 0.917583 -0.04 -0.07 -0.04
C -3.161876 -2.844264 0.063118 0.11 -0.02 0.02
C -0.968103 -4.101667 -1.769108 0.05 0.20 -0.07
C -1.441821 -5.336256 -1.328575 0.07 -0.03 -0.05
C -1.844894 -6.291509 -2.247003 -0.01 -0.05 0.08
C -1.786523 -6.017941 -3.608385 0.00 0.02 -0.05
C -1.321235 -4.790100 -4.052296 0.00 -0.05 -0.02
C -0.912337 -3.831517 -3.134793 0.02 0.04 0.07
N 1.364391 -0.962586 0.660262 0.10 0.17 0.41
H 1.744536 1.997501 2.236371 -0.06 0.04 -0.04
H 2.201404 1.682857 0.548248 0.03 0.03 0.06
H -1.959352 0.030649 2.527233 -0.03 -0.02 -0.01
H -2.734759 0.365119 4.851552 0.00 0.00 -0.01
H -2.125542 2.433446 6.066702 0.01 0.00 0.00
H -0.737902 4.149824 4.951464 -0.01 0.01 -0.02
H 0.020328 3.814393 2.630904 0.02 0.00 0.00
H -2.105334 3.802010 0.903151 -0.02 0.01 -0.01
H -2.335288 5.826875 -0.471687 0.01 0.01 -0.03
H -0.697444 6.308287 -2.263496 0.03 0.00 0.00
H 1.180951 4.737052 -2.661292 -0.01 -0.03 -0.01
H 1.384608 2.693314 -1.321164 0.02 0.03 -0.04
H 2.234839 -0.371961 3.770317 0.02 0.04 -0.03
H 1.969793 -3.001776 3.161490 -0.04 -0.02 -0.02
H 0.747806 -4.254624 0.895604 0.04 -0.01 0.00
H 1.731965 -3.641604 -0.454850 -0.02 -0.05 0.00
H -0.670621 -2.635247 2.353344 0.03 0.03 0.01
H -2.604268 -2.565990 3.862323 -0.01 -0.04 0.00
H -4.906195 -2.693950 2.961857 0.00 0.01 -0.01
H -5.253812 -2.843979 0.510047 0.00 0.02 0.00
H -3.311180 -2.901701 -1.009640 -0.06 -0.01 0.00
H -1.507916 -5.541971 -0.266284 -0.01 0.00 0.01
H -2.213592 -7.250013 -1.902257 0.00 0.00 0.00
H -2.116926 -6.762675 -4.322056 0.01 0.00 0.00
H -1.290260 -4.565714 -5.110642 0.01 -0.01 0.00
H -0.577249 -2.856419 -3.471211 -0.06 0.02 -0.03
N -3.210827 0.603777 -0.547932 0.29 0.08 0.34
N -3.147686 0.331431 -1.915780 0.42 -0.02 -0.11
C -1.924110 0.028255 -2.581842 0.11 0.11 -0.05
O -2.068237 -0.507744 -3.676922 0.06 -0.29 -0.06
O -0.804589 0.378827 -2.048145 -1.23 0.35 -0.03
H -3.279579 -0.246307 0.004633 -0.06 0.02 0.01
H -4.009010 1.194398 -0.358741 0.07 0.05 -0.02
H -3.907876 -0.216826 -2.288294 0.10 -0.08 -0.17
O 6.849671 3.757404 -0.015486 0.07 0.02 0.00
C 6.330904 3.707605 -1.270438 0.10 0.18 0.00
O 6.717832 4.510364 -2.079705 -0.03 -0.01 0.01
C 5.323100 2.662347 -1.551441 -0.18 -0.23 -0.10
C 4.777863 2.614509 -2.839008 0.11 0.13 0.13
C 3.850021 1.657060 -3.184385 -0.08 -0.04 0.10
C 3.433101 0.684376 -2.259831 0.23 -0.02 0.03
S 2.323015 -0.561673 -2.760172 -0.32 -0.13 0.00
C 3.994260 0.722345 -0.975820 0.07 -0.05 -0.01
C 4.905946 1.699136 -0.628629 0.10 0.15 -0.03
H 6.487517 3.046407 0.521623 -0.07 -0.04 0.03
H 5.107792 3.358585 -3.551958 -0.02 -0.01 -0.03
H 3.418729 1.634151 -4.176480 0.02 0.02 -0.02
H 3.725897 -0.042011 -0.256825 -0.07 0.02 -0.01
H 5.288845 1.680040 0.388038 0.00 -0.04 0.00
```
Positions in Å, forces in eV/Å.

Computed properties:
Total charge: -1
ΔE to the lowest compared entry with this formula, charge and spin: 12.2 kcal per mole
DFT total energy: -130453.893 eV
HOMO: -4.916 eV